Molecular formula: C26H26F2N
Method: DFT, ωB97M-V/def2-TZVPD

The LUMO energy comes out at -3.97 eV. The HOMO energy is -11.70 eV. The charge is +1. The structure (SMILES) is Fc1cccc(C(CC(c2ccccc2)=[N+]2CCCCC2)c2cccc(F)c2)c1. As for the energy above the lowest of the compared OMol25 structures with the same formula, charge and spin: 0.0000 eV. For the HOMO-LUMO gap, the calculation gives 7.7 eV.

Cartesian coordinates (Å):
F 6.159 -1.923 -0.033
C 4.960 -1.989 -0.691
C 4.713 -3.057 -1.548
C 3.431 -3.146 -2.107
C 2.460 -2.169 -1.865
C 2.744 -1.090 -1.013
C 1.668 0.021 -0.753
C 0.312 -0.575 -0.902
C -0.922 0.088 -0.359
C -1.060 1.531 -0.165
C -1.008 2.428 -1.256
C -1.370 3.762 -1.051
C -1.723 4.198 0.229
C -1.713 3.332 1.327
C -1.355 2.005 1.138
N -2.016 -0.666 -0.249
C -1.901 -2.145 -0.340
C -3.214 -2.840 -0.657
C -4.384 -2.304 0.147
C -4.510 -0.802 -0.017
C -3.228 -0.052 0.301
C 1.924 0.782 0.564
C 1.791 2.170 0.540
C 1.873 2.927 1.710
C 2.326 2.331 2.885
C 2.579 0.956 2.861
F 3.153 0.369 3.969
C 2.294 0.148 1.750
C 4.007 -1.012 -0.416
H 5.491 -3.786 -1.755
H 3.182 -3.970 -2.776
H 1.470 -2.246 -2.316
H 1.780 0.756 -1.568
H 0.106 -0.689 -1.992
H 0.370 -1.586 -0.471
H -0.729 2.051 -2.246
H -1.385 4.450 -1.899
H -1.999 5.244 0.379
H -1.993 3.660 2.332
H -1.291 1.304 1.979
H -1.490 -2.545 0.605
H -1.187 -2.413 -1.137
H -3.084 -3.910 -0.481
H -3.410 -2.722 -1.728
H -5.307 -2.778 -0.187
H -4.237 -2.548 1.202
H -4.804 -0.551 -1.043
H -5.291 -0.400 0.634
H -3.125 0.072 1.394
H -3.336 0.955 -0.124
H 1.556 2.657 -0.415
H 1.578 3.981 1.686
H 2.484 2.916 3.789
H 2.429 -0.936 1.832
H 4.229 -0.240 0.310